Here is C20H20ClNPRu as an isolated structure at a distorted geometry from the Open Molecules 2025 dataset. Energies are from ωB97M-V/def2-TZVPD.

Properties
Molar mass: 441.88 g/mol
Spin multiplicity: 6
Gap between HOMO and LUMO (alpha / beta): 7.0 / 4.3 eV
Energy: -1724.50236 a.u.
Expectation value of S²: 8.79
Charge: +2

Atoms and positions in Å:
Ru -0.80 -1.27 1.80
Cl 0.52 -3.04 2.07
P 0.36 -0.43 0.18
C 0.76 1.33 0.42
C 0.12 2.37 -0.25
C 0.48 3.69 0.02
C 1.44 3.99 1.01
C 2.01 2.94 1.73
C 1.66 1.62 1.46
C 1.88 -1.08 -0.58
C 1.89 -2.44 -0.96
C 2.98 -2.99 -1.65
C 4.09 -2.20 -1.95
C 4.10 -0.87 -1.54
C 3.02 -0.29 -0.87
C -0.86 -0.63 -1.20
C -2.05 -1.24 -0.81
C -3.08 -1.42 -1.72
C -2.89 -1.03 -3.05
C -1.67 -0.47 -3.45
C -0.65 -0.26 -2.53
H 1.04 -3.08 -0.72
H 2.90 -4.03 -1.94
H 4.93 -2.65 -2.46
H 4.99 -0.28 -1.73
H 3.02 0.79 -0.62
H -0.62 2.13 -1.03
H 0.01 4.49 -0.52
H 1.68 5.03 1.26
H 2.76 3.11 2.50
H 2.12 0.82 2.04
H -2.14 -1.49 0.30
H -4.02 -1.84 -1.37
H -3.68 -1.17 -3.80
H -1.53 -0.17 -4.48
H 0.26 0.26 -2.84
H -2.02 0.79 1.19
H -1.95 0.08 0.87
C -3.87 0.27 4.49
C -2.81 0.21 3.48
N -1.95 -0.45 3.00
H -4.60 1.06 4.27
H -3.41 0.53 5.47
H -4.40 -0.70 4.52

=====

Here is one molecule with the formula C4H8OS at a distorted geometry from the Open Molecules 2025 dataset. Energies are from ωB97M-V/def2-TZVPD.

Properties
Molar mass: 104.17 g/mol
ΔE to the lowest compared entry with this formula, charge and spin: 109.44 kJ/mol
Gap between HOMO and LUMO: 9.9 eV
SMILES: O[C@@H]1CC[C@H]1S
Energy: -630.59323 a.u.

Atoms and positions in Å:
C 0.82 -0.04 -0.49
C 0.18 1.32 -0.08
C -1.17 0.60 -0.07
C -0.41 -0.70 0.23
H 2.27 -0.44 1.24
H 0.68 -0.11 -1.60
H 0.48 1.64 0.90
H 0.26 2.15 -0.80
H -1.55 0.53 -1.10
H -1.97 0.83 0.70
H -0.36 -0.85 1.34
H -0.73 -2.60 0.15
O -1.04 -1.82 -0.31
S 2.54 -0.52 -0.12

=====

Here is a 5-piece molecular cluster, C32H72BClNO14S overall at a distorted geometry from the Open Molecules 2025 dataset. Energies are from ωB97M-V/def2-TZVPD.

Properties
Molar mass: 773.25 g/mol
ΔE to the lowest compared entry with this formula, charge and spin: 0.00 kJ/mol
Gap between HOMO and LUMO: 6.7 eV
Energy: -3253.29094 a.u.
Charge: +1

Atoms and positions in Å:
C 0.29 -7.00 5.02
C 1.01 -7.30 4.11
C 1.90 -7.68 3.04
C 2.07 -6.53 2.01
C 3.50 -6.53 1.52
N 3.71 -5.82 0.19
S 2.89 -4.23 0.15
C 5.21 -5.79 -0.10
C 5.99 -4.62 0.50
C 6.21 -3.50 -0.52
Cl 7.59 -5.29 0.94
B 3.12 -6.68 -0.98
O 2.99 -8.01 -0.81
O 2.72 -6.00 -2.08
H -0.32 -6.85 5.88
H 1.47 -8.55 2.55
H 2.87 -7.97 3.46
H 1.83 -5.60 2.51
H 1.35 -6.71 1.21
H 3.91 -7.53 1.45
H 4.11 -6.01 2.25
H 3.60 -3.54 1.06
H 5.34 -5.78 -1.18
H 5.63 -6.72 0.28
H 5.53 -4.24 1.41
H 7.11 -3.69 -1.10
H 6.30 -2.53 -0.03
H 5.37 -3.44 -1.20
H 3.83 -8.49 -0.80
H 3.25 -6.24 -2.85
C 13.16 -1.25 -4.30
O 12.57 -1.24 -3.02
C 11.40 -0.44 -2.90
C 10.30 -1.16 -2.15
O 9.73 -2.27 -2.83
C 10.50 -3.45 -2.98
C 10.78 -4.21 -1.71
O 11.69 -3.54 -0.85
C 11.28 -3.49 0.50
H 13.88 -0.43 -4.41
H 13.70 -2.19 -4.41
H 12.42 -1.18 -5.10
H 11.04 -0.13 -3.88
H 11.66 0.46 -2.33
H 9.48 -0.44 -2.06
H 10.61 -1.42 -1.14
H 11.42 -3.26 -3.54
H 9.88 -4.10 -3.61
H 11.23 -5.17 -1.99
H 9.84 -4.41 -1.20
H 10.20 -3.35 0.58
H 11.77 -2.64 0.97
H 11.58 -4.40 1.03
C 0.33 -3.53 -2.31
O -0.13 -2.32 -1.74
C 0.08 -1.16 -2.53
C -1.14 -0.27 -2.58
O -2.25 -0.81 -3.28
C -2.97 -1.89 -2.72
C -3.75 -1.58 -1.47
O -2.90 -1.33 -0.35
C -3.26 -0.21 0.43
H 1.37 -3.71 -2.04
H -0.28 -4.34 -1.91
H 0.23 -3.54 -3.40
H 0.38 -1.43 -3.55
H 0.89 -0.58 -2.08
H -0.86 0.61 -3.16
H -1.42 0.07 -1.59
H -2.33 -2.76 -2.58
H -3.70 -2.16 -3.49
H -4.38 -2.45 -1.24
H -4.41 -0.72 -1.65
H -3.64 0.61 -0.18
H -2.36 0.13 0.94
H -4.01 -0.48 1.18
C -6.72 3.72 5.71
O -6.73 3.93 4.31
C -5.47 3.86 3.68
C -5.50 3.05 2.41
O -5.73 1.66 2.57
C -7.00 1.21 3.00
C -8.14 1.44 2.03
O -8.46 2.81 1.91
C -8.66 3.28 0.59
H -6.55 4.66 6.25
H -7.70 3.33 6.00
H -5.96 2.99 6.00
H -4.71 3.44 4.36
H -5.16 4.88 3.42
H -4.50 3.11 1.97
H -6.19 3.49 1.68
H -7.25 1.60 3.99
H -6.89 0.13 3.11
H -9.02 0.91 2.41
H -7.88 1.01 1.05
H -7.98 2.79 -0.12
H -8.44 4.34 0.59
H -9.69 3.12 0.27
C -4.68 8.99 -1.36
O -5.53 8.91 -0.25
C -5.98 10.16 0.25
C -7.46 10.18 0.54
O -8.30 10.10 -0.59
C -8.38 8.88 -1.31
C -9.05 7.74 -0.58
O -8.27 7.25 0.50
C -8.98 7.02 1.69
H -3.63 9.08 -1.06
H -4.78 8.06 -1.93
H -4.93 9.82 -2.02
H -5.74 10.97 -0.44
H -5.45 10.36 1.20
H -7.68 11.16 0.98
H -7.72 9.43 1.30
H -7.41 8.58 -1.70
H -9.01 9.12 -2.17
H -9.19 6.92 -1.30
H -10.04 8.06 -0.24
H -9.77 7.77 1.86
H -8.28 7.09 2.52
H -9.43 6.02 1.70

=====

Here is C24H18F5FeNO6S2Te as an isolated structure from the Open Molecules 2025 dataset. Energies are from ωB97M-V/def2-TZVPD.

Properties
Molar mass: 758.98 g/mol
Spin multiplicity: 5
ΔE to the lowest compared entry with this formula, charge and spin: 282.97 kJ/mol
Gap between HOMO and LUMO (alpha / beta): 6.0 / 6.0 eV
Energy: -4259.21764 a.u.
Expectation value of S²: 6.01
Charge: -2

Atoms and positions in Å:
Fe 0.79 -0.21 0.20
C -1.62 1.28 -1.00
C -0.46 2.04 -1.56
C -0.66 3.14 -2.44
C 0.45 3.82 -2.85
C 1.74 3.40 -2.44
C 2.93 4.06 -2.84
C 4.13 3.56 -2.43
C 4.22 2.39 -1.66
C 3.09 1.69 -1.26
S 3.15 0.17 -0.42
C 1.83 2.26 -1.62
N 0.71 1.63 -1.17
H -2.36 1.19 -1.80
H -2.11 1.83 -0.19
H -1.82 -0.47 -0.04
H -1.67 3.38 -2.75
H 0.36 4.67 -3.51
H 2.86 4.93 -3.48
H 5.05 4.06 -2.73
H 5.19 2.00 -1.38
O 1.33 -4.02 3.03
C 1.99 -3.18 3.87
C 2.48 -3.64 5.09
C 3.14 -2.78 5.95
C 3.31 -1.45 5.62
C 2.80 -0.99 4.41
C 2.15 -1.84 3.52
C 1.63 -1.26 2.24
O 1.29 -0.04 2.24
O 1.57 -1.95 1.20
H 1.20 -4.86 3.47
H 2.34 -4.69 5.36
H 3.52 -3.16 6.90
H 3.82 -0.77 6.29
H 2.89 0.04 4.12
F -3.71 -0.96 -2.47
Te -4.62 0.81 -2.30
F -4.25 0.01 -0.52
F -4.01 2.61 -2.95
F -4.81 2.19 -0.86
F -3.68 0.67 -4.07
O -1.15 0.03 -0.57
O -6.74 -5.58 0.19
C -6.30 -5.26 1.44
O -6.85 -5.78 2.38
C -5.19 -4.30 1.53
C -4.56 -3.71 0.41
C -3.52 -2.83 0.56
C -3.02 -2.47 1.83
S -1.70 -1.38 2.04
C -3.66 -3.06 2.94
C -4.71 -3.95 2.79
H -6.22 -5.09 -0.46
H -4.88 -3.91 -0.61
H -3.08 -2.38 -0.32
H -3.31 -2.80 3.93
H -5.18 -4.39 3.66

=====

Here is a 2-piece molecular cluster, C4H12O2 overall at a distorted geometry from the Open Molecules 2025 dataset. Energies are from ωB97M-V/def2-TZVPD.

Properties
Molar mass: 92.14 g/mol
ΔE to the lowest compared entry with this formula, charge and spin: 30.01 kJ/mol
Gap between HOMO and LUMO: 11.3 eV
SMILES: CC[C@H](C)O.O
Energy: -310.06149 a.u.

Atoms and positions in Å:
O 0.65 -0.23 1.15
C -1.02 1.87 0.01
C 1.58 -1.01 -0.92
C -0.38 0.64 -0.72
C 0.98 0.16 -0.21
H 1.46 -0.67 1.48
H -1.35 1.68 1.04
H -1.91 2.04 -0.62
H -0.41 2.79 0.00
H 1.65 -0.96 -2.02
H 0.96 -1.87 -0.64
H 2.59 -1.15 -0.50
H -1.05 -0.24 -0.77
H -0.13 0.92 -1.77
H 1.72 0.97 -0.14
O -2.09 -1.40 1.55
H -1.87 -2.12 2.18
H -1.36 -1.42 0.89

=====

Here is one molecule with the formula BrH4N2OP at a distorted geometry from the Open Molecules 2025 dataset. Energies are from ωB97M-V/def2-TZVPD.

Properties
Molar mass: 158.92 g/mol
ΔE to the lowest compared entry with this formula, charge and spin: 75.18 kJ/mol
Gap between HOMO and LUMO: 10.2 eV
SMILES: N=[P@](N)(O)Br
Energy: -3102.54886 a.u.

Atoms and positions in Å:
N 0.19 1.22 -1.34
N -0.99 -1.07 0.08
O 0.35 0.82 1.27
P 0.38 0.19 -0.20
Br 2.10 -1.12 -0.04
H 1.11 1.49 -1.80
H -1.37 -1.25 -0.78
H -1.65 -0.59 0.81
H -0.13 0.32 2.00